This record from the Open Molecules 2025 dataset describes a 10-piece molecular cluster, C74H52BrClF2NO42P overall at a distorted geometry. The level of theory is the ωB97M-V functional and the def2-TZVPD basis.

Its HOMO-LUMO gap is 6.7 eV. The value obtained for the HOMO energy is -9.233 eV. Its total energy is -262325.145 eV. The spin multiplicity is 1. The total charge is 0. For the largest force on an atom, the calculation gives 10.311 eV Å⁻¹. The LUMO energy is -2.58 eV.

Geometry (Å):
C: -3.57 -6.75 5.93
C: -4.08 -5.51 5.43
C: -4.38 -3.87 5.33
C: -3.13 -3.06 4.60
C: -3.29 -2.41 3.06
C: -4.70 -2.49 2.19
O: -5.89 -2.00 2.93
C: -5.99 -0.54 2.90
C: -1.93 -1.67 2.43
C: -0.51 -1.54 3.30
C: -0.37 -2.16 4.85
C: 1.00 -1.99 5.75
C: 2.28 -2.89 5.25
C: 2.65 -4.12 6.31
Br: 3.89 -1.64 5.35
C: -1.72 -2.92 5.48
P: -1.74 -3.68 7.27
O: -1.22 -2.48 8.45
Cl: -0.40 -5.38 7.30
C: 0.73 -0.73 2.54
O: 2.02 -1.07 2.61
C: 0.21 0.56 1.60
F: 1.08 1.77 1.58
C: -1.08 0.46 0.82
C: -1.63 1.76 -0.07
O: -1.47 1.71 -1.40
N: -2.33 2.97 0.56
C: -1.35 3.79 1.41
O: -1.43 3.90 2.74
F: -0.25 4.48 0.63
C: -1.92 -0.99 0.90
O: -2.46 -1.56 -0.18
H: -3.11 -7.71 6.47
H: -4.54 -3.38 6.41
H: -5.40 -3.78 4.77
H: -4.90 -3.57 1.75
H: -4.64 -1.78 1.22
H: -5.80 -0.05 1.85
H: -7.12 -0.28 3.18
H: -5.31 -0.02 3.72
H: 0.86 -2.20 6.90
H: 1.31 -0.84 5.68
H: 2.15 -3.34 4.16
H: 2.09 -3.98 7.36
H: 2.49 -5.18 5.85
H: 3.81 -4.05 6.57
H: -1.63 -1.61 8.17
H: -2.53 3.61 -0.26
O: -1.89 4.78 -2.71
C: -0.92 4.84 -3.46
C: 0.44 5.09 -2.96
C: 1.47 5.17 -3.81
O: 2.75 5.40 -3.35
C: 1.28 5.01 -5.28
O: 2.24 5.11 -6.03
C: -0.08 4.74 -5.77
C: -1.11 4.66 -4.93
O: -2.39 4.40 -5.39
H: 0.56 5.20 -1.90
H: 3.32 5.42 -4.15
H: -0.20 4.61 -6.84
H: -2.96 4.39 -4.58
O: -5.90 -1.79 -5.36
C: -5.04 -0.95 -5.12
C: -4.59 0.02 -6.12
C: -3.64 0.91 -5.84
O: -3.21 1.83 -6.77
C: -2.99 0.94 -4.50
O: -2.10 1.75 -4.27
C: -3.45 -0.02 -3.48
C: -4.41 -0.91 -3.77
O: -4.85 -1.81 -2.82
H: -5.07 -0.01 -7.09
H: -2.51 2.36 -6.33
H: -2.98 0.02 -2.51
H: -5.55 -2.34 -3.27
O: -9.23 6.08 -5.08
C: -8.75 5.05 -5.55
C: -7.31 4.75 -5.46
C: -6.82 3.63 -6.00
O: -5.47 3.34 -5.92
C: -7.69 2.66 -6.71
O: -7.20 1.66 -7.22
C: -9.13 2.96 -6.78
C: -9.63 4.07 -6.24
O: -10.98 4.35 -6.30
H: -6.69 5.46 -4.94
H: -5.36 2.48 -6.38
H: -9.76 2.23 -7.29
H: -11.09 5.21 -5.84
O: 6.03 -2.37 7.91
C: 6.89 -1.53 8.15
C: 7.34 -0.56 7.14
C: 8.30 0.33 7.43
O: 8.72 1.25 6.49
C: 8.95 0.36 8.77
O: 9.83 1.17 9.00
C: 8.48 -0.60 9.78
C: 7.52 -1.49 9.50
O: 7.08 -2.39 10.44
H: 6.86 -0.59 6.17
H: 9.42 1.78 6.94
H: 8.95 -0.56 10.76
H: 6.39 -2.92 9.99
O: 6.81 0.44 3.79
C: 7.17 1.03 2.78
C: 7.24 0.36 1.47
C: 7.66 1.03 0.39
O: 7.72 0.41 -0.85
C: 8.07 2.46 0.47
O: 8.47 3.03 -0.54
C: 7.98 3.13 1.77
C: 7.56 2.46 2.85
O: 7.47 3.09 4.08
H: 6.94 -0.68 1.42
H: 8.06 1.10 -1.47
H: 8.26 4.17 1.82
H: 7.14 2.40 4.70
O: -6.12 -7.24 4.64
C: -6.31 -8.22 3.92
C: -7.27 -9.28 4.27
C: -7.43 -10.33 3.47
O: -8.34 -11.33 3.79
C: -6.65 -10.49 2.21
O: -6.81 -11.48 1.51
C: -5.71 -9.42 1.85
C: -5.55 -8.35 2.65
O: -4.66 -7.34 2.32
H: -7.83 -9.16 5.18
H: -8.27 -11.99 3.06
H: -5.16 -9.53 0.93
H: -4.73 -6.69 3.05
O: -11.09 1.49 -5.62
C: -11.89 1.03 -4.81
C: -13.32 1.36 -4.84
C: -14.16 0.85 -3.94
O: -15.51 1.16 -3.97
C: -13.68 -0.07 -2.87
O: -14.48 -0.50 -2.04
C: -12.26 -0.42 -2.85
C: -11.42 0.09 -3.76
O: -10.07 -0.24 -3.75
H: -13.66 2.03 -5.63
H: -15.90 0.67 -3.21
H: -11.92 -1.10 -2.08
H: -9.68 0.25 -4.50
O: 13.19 -0.29 -4.37
C: 12.40 -0.75 -3.57
C: 10.96 -0.41 -3.60
C: 10.12 -0.92 -2.69
O: 8.78 -0.62 -2.72
C: 10.60 -1.84 -1.62
O: 9.81 -2.28 -0.80
C: 12.03 -2.20 -1.61
C: 12.87 -1.69 -2.51
O: 14.21 -2.02 -2.51
H: 10.63 0.26 -4.38
H: 8.38 -1.11 -1.96
H: 12.36 -2.88 -0.84
H: 14.61 -1.53 -3.26
O: 10.61 5.66 -6.86
C: 10.20 5.72 -5.71
C: 10.29 4.59 -4.78
C: 9.81 4.68 -3.53
O: 9.90 3.62 -2.65
C: 9.18 5.94 -3.05
O: 8.73 5.99 -1.90
C: 9.11 7.08 -3.97
C: 9.58 6.99 -5.21
O: 9.52 8.06 -6.08
H: 10.75 3.68 -5.15
H: 9.49 3.94 -1.82
H: 8.65 7.99 -3.59
H: 9.93 7.74 -6.91

Mulliken atomic charge list, values in e, 99 entries: -0.43 0.06 -0.85 0.00 0.55 -0.39 -0.33 -0.59 -0.13 -0.03 0.40 -1.04 0.20 -0.76 -0.17 0.06 0.40 -0.51 -0.24 0.19 -0.47 0.29 -0.30 0.31 -0.06 -0.37 -0.20 0.56 -0.45 -0.20 0.23 -0.54 0.32 0.44 0.31 0.24 0.18 0.25 0.24 0.24 0.47 0.41 0.37 0.19 0.20 0.28 0.33 0.42 -0.64 1.24 -1.15 0.45 -0.57 0.76 -0.62 -0.78 0.21 -0.51 0.49 0.34 0.46 0.31 -0.65 0.70 -0.12 -0.38 -0.62 0.89 -0.50 -0.67 0.25 -0.54 0.47 0.27 0.47 0.34 -0.62 0.73 -0.74 0.13 -0.29 1.10 -0.60 -0.73 0.25 -0.55 0.46 0.24 0.37 0.35 -0.55 0.91 -0.54 0.26 -0.49 0.81 -0.62 -0.91 0.26